1.
Below is a 2-piece molecular cluster, CH6N3S2 overall in a non-equilibrium geometry, with properties calculated with ωB97M-V/def2-TZVPD.

Last columns: bonded neighbours and bond lengths (Å).
Positions of all 12 atoms, in Å:
1 C -0.934 1.394 0.094  N2 1.330, N3 1.163
2 N -0.754 2.691 0.323  C1 1.330, H7 1.051, H8 0.995
3 N -1.057 0.245 0.221  C1 1.163, S5 1.641
4 N 1.548 -0.365 -0.789  S6 1.654, H9 0.951, H10 1.026
5 S -1.280 -1.372 0.050  N3 1.641, H11 1.286
6 S 2.460 -1.386 0.140  N4 1.654, H12 1.453
7 H -0.970 3.396 1.072  N2 1.051
8 H -0.891 3.067 -0.588  N2 0.995
9 H 0.976 -0.923 -1.303  N4 0.951
10 H 2.061 0.327 -1.346  N4 1.026
11 H -2.515 -1.335 0.409  S5 1.286
12 H 2.769 -0.403 1.165  S6 1.453

Values from the calculation:
Net charge   +1
Gap between HOMO and LUMO   0.2579 Ha
E_HOMO   -11.70 eV

=====

2.
Below is a 2-piece molecular cluster, CH6N4O2S overall in a non-equilibrium geometry, with properties calculated with ωB97M-V/def2-TZVPD.

Last columns: bonded neighbours and bond lengths (Å).
Positions of all 14 atoms, in Å:
1 C 0.677 -0.003 1.099  N2 1.439, N3 1.351, N5 1.306
2 N 1.732 0.595 1.873  C1 1.439, H9 1.062, H10 0.971
3 N 0.706 -1.321 0.807  C1 1.351, H11 1.009, H12 0.943
4 N -1.166 0.659 -0.345  N5 1.407, S8 1.789
5 N -0.135 0.881 0.586  C1 1.306, N4 1.407
6 O -1.775 0.603 -2.865  S8 1.687, H14 0.921
7 O -0.947 -1.466 -1.679  S8 1.456
8 S -0.587 -0.069 -1.874  N4 1.789, O6 1.687, O7 1.456
9 H 1.437 1.302 2.609  N2 1.062
10 H 2.333 -0.038 2.299  N2 0.971
11 H 1.558 -1.738 1.152  N3 1.009
12 H 0.283 -1.580 0.005  N3 0.943
13 H -1.582 2.004 -0.507  no bonds
14 H -2.535 0.173 -3.161  O6 0.921

Values from the calculation:
Gap between HOMO and LUMO   0.3170 Ha
E_HOMO   -7.98 eV

=====

3.
Below is an isolated molecule of CH6N4OS, with properties calculated with ωB97M-V/def2-TZVPD.

Last columns: bonded neighbours and bond lengths (Å).
Positions of all 13 atoms, in Å:
1 C -0.066 0.072 0.399  N9 1.275, N10 1.401, N11 1.397
2 H 2.086 1.840 0.242  N8 1.025
3 H 0.960 2.838 0.847  N8 1.024
4 H -0.196 -1.267 1.909  N10 1.017
5 H -2.082 -2.022 0.380  O12 0.976
6 H -0.034 1.107 -1.232  N11 1.023
7 H -0.631 -1.658 -2.348  S13 1.336
8 N 1.073 1.992 0.282  H2 1.025, H3 1.024, N9 1.437
9 N 0.575 0.922 1.101  C1 1.275, N8 1.437
10 N -0.713 -0.961 1.089  C1 1.401, H4 1.017, O12 1.397
11 N -0.322 0.160 -0.971  C1 1.397, H6 1.023, S13 1.728
12 O -1.109 -2.071 0.339  H5 0.976, N10 1.397
13 S 0.459 -0.953 -2.036  H7 1.336, N11 1.728

Values from the calculation:
Gap between HOMO and LUMO   0.3526 Ha
SMILES   N/N=C(/NO)NS
E_HOMO   -8.80 eV

=====

4.
Below is a 2-piece molecular cluster, CH6NO overall in a non-equilibrium geometry, with properties calculated with ωB97M-V/def2-TZVPD.

Last columns: bonded neighbours and bond lengths (Å).
Positions of all 9 atoms, in Å:
1 O 2.242 -0.183 -0.621  H2 0.964
2 H 2.786 0.605 -0.735  O1 0.964
3 C -1.467 0.425 0.778  N4 1.400, H5 1.104, H6 1.137, H7 1.118
4 N -0.837 -0.454 -0.112  C3 1.400, H8 1.038, H9 1.023
5 H -0.910 0.797 1.655  C3 1.104
6 H -1.718 1.434 0.317  C3 1.137
7 H -2.505 0.106 1.043  C3 1.118
8 H 0.201 -0.452 -0.108  N4 1.038
9 H -1.127 -0.398 -1.091  N4 1.023

Values from the calculation:
Net charge   -1
Gap between HOMO and LUMO   0.2482 Ha
E_HOMO   -2.37 eV

=====

5.
Below is a 2-piece molecular cluster, CH6NO overall in a non-equilibrium geometry, with properties calculated with ωB97M-V/def2-TZVPD.

Last columns: bonded neighbours and bond lengths (Å).
Positions of all 9 atoms, in Å:
1 O 2.023 -1.084 -0.651  H2 0.955, H9 0.893
2 H 1.758 -0.708 -1.488  O1 0.955
3 C -1.128 0.465 0.158  N4 1.396, H5 1.092, H6 1.215, H7 1.178
4 N 0.090 0.466 0.841  C3 1.396, H8 1.088
5 H -2.040 -0.130 0.240  C3 1.092
6 H -0.817 0.060 -0.945  C3 1.215
7 H -1.629 1.513 -0.039  C3 1.178
8 H -0.051 0.017 1.822  N4 1.088
9 H 1.794 -0.599 0.063  O1 0.893

Values from the calculation:
Net charge   -1
Gap between HOMO and LUMO   0.2248 Ha
E_HOMO   -1.13 eV

=====

6.
Below is a 2-piece molecular cluster, CH6NO overall in a non-equilibrium geometry, with properties calculated with ωB97M-V/def2-TZVPD.

Last columns: bonded neighbours and bond lengths (Å).
Positions of all 9 atoms, in Å:
1 C 0.466 0.088 1.217  N2 1.308, H3 1.078, H4 1.148
2 N 0.650 0.849 0.169  C1 1.308, H5 1.039, H6 1.059
3 H -0.532 -0.182 1.522  C1 1.078
4 H 1.377 -0.361 1.752  C1 1.148
5 H 1.625 1.206 0.159  N2 1.039
6 H 0.090 0.551 -0.679  N2 1.059
7 H -0.939 -1.091 -0.800  O9 0.962
8 H -1.727 -0.720 -1.942  O9 0.977
9 O -1.010 -0.340 -1.398  H7 0.962, H8 0.977

Values from the calculation:
2S+1   2
Gap between HOMO and LUMO (spin up / spin down)   0.2369 / 0.3900 Ha
E_HOMO (spin up / spin down)   -5.77 / -9.97 eV

=====

7.
Below is a 2-piece molecular cluster, CH6NO overall in a non-equilibrium geometry, with properties calculated with ωB97M-V/def2-TZVPD.

Last columns: bonded neighbours and bond lengths (Å).
Positions of all 9 atoms, in Å:
1 C -0.342 0.225 -0.167  N2 1.495, O3 1.352, H4 1.167
2 N 0.951 -0.373 0.284  C1 1.495, H6 0.971, H7 1.022, H8 1.038
3 O -1.269 0.223 0.817  C1 1.352, H9 0.920
4 H -0.046 1.219 -0.703  C1 1.167
5 H -1.084 -0.584 -1.972  no bonds
6 H 1.112 -1.304 0.057  N2 0.971
7 H 1.613 0.124 -0.316  N2 1.022
8 H 1.081 -0.276 1.310  N2 1.038
9 H -2.015 0.745 0.690  O3 0.920

Values from the calculation:
Net charge   +1
Gap between HOMO and LUMO (spin up / spin down)   0.3521 / 0.3566 Ha
E_HOMO (spin up / spin down)   -14.38 / -14.84 eV

=====

8.
Below is a 2-piece molecular cluster, CH6NO overall in a non-equilibrium geometry, with properties calculated with ωB97M-V/def2-TZVPD.

Last columns: bonded neighbours and bond lengths (Å).
Positions of all 9 atoms, in Å:
1 C 1.103 -0.543 1.311  N2 1.260, H4 1.176, H5 1.072
2 N 0.063 -0.097 0.758  C1 1.260, H6 1.025, H7 1.048
3 O -0.979 0.399 -1.678  H8 0.935, H9 0.998
4 H 1.390 -0.810 2.420  C1 1.176
5 H 1.921 -1.030 0.818  C1 1.072
6 H -0.048 -0.264 -0.247  N2 1.025
7 H -0.627 0.234 1.474  N2 1.048
8 H -0.982 1.170 -2.207  O3 0.935
9 H -1.582 -0.159 -2.245  O3 0.998

Values from the calculation:
Net charge   +1
Gap between HOMO and LUMO   0.4080 Ha
E_HOMO   -16.52 eV

=====

9.
Below is a 2-piece molecular cluster, CH6NO2 overall in a non-equilibrium geometry, with properties calculated with ωB97M-V/def2-TZVPD.

Last columns: bonded neighbours and bond lengths (Å).
Positions of all 10 atoms, in Å:
1 C -0.624 -0.444 0.015  N2 1.295, O4 1.257, H5 1.012
2 N 0.195 -0.217 -0.962  C1 1.295, H6 1.010, H8 0.975
3 O 0.767 0.610 1.458  H7 0.840, H9 0.973
4 O -1.538 0.310 0.434  C1 1.257, H10 0.990
5 H -0.803 -1.393 0.316  C1 1.012
6 H 0.864 -0.939 -1.186  N2 1.010
7 H 0.284 1.282 1.601  O3 0.840
8 H 0.136 0.678 -1.343  N2 0.975
9 H 1.304 0.366 2.231  O3 0.973
10 H -1.583 1.291 0.311  O4 0.990

Values from the calculation:
Net charge   +1
Gap between HOMO and LUMO   0.4752 Ha
E_HOMO   -16.86 eV

=====

10.
Below is a 2-piece molecular cluster, CH6NO2 overall in a non-equilibrium geometry, with properties calculated with ωB97M-V/def2-TZVPD.

Last columns: bonded neighbours and bond lengths (Å).
Positions of all 10 atoms, in Å:
1 O 0.206 0.175 1.867  H2 0.965, H3 0.966
2 H 0.861 0.841 2.108  O1 0.965
3 H 0.257 -0.445 2.606  O1 0.966
4 H 0.983 1.174 -1.654  O7 0.972
5 C 0.035 -0.317 -1.036  N6 1.284, O7 1.282, H8 1.091
6 N -1.009 -0.726 -0.409  C5 1.284, H9 1.016, H10 1.010
7 O 0.597 0.818 -0.836  H4 0.972, C5 1.282
8 H 0.439 -1.009 -1.776  C5 1.091
9 H -1.309 -0.306 0.465  N6 1.016
10 H -1.389 -1.631 -0.650  N6 1.010

Values from the calculation:
Net charge   +1
Gap between HOMO and LUMO   0.4281 Ha
E_HOMO   -16.06 eV

=====

11.
Below is a 2-piece molecular cluster, CH6NO2P overall in a non-equilibrium geometry, with properties calculated with ωB97M-V/def2-TZVPD.

Last columns: bonded neighbours and bond lengths (Å).
Positions of all 11 atoms, in Å:
1 C -0.841 0.290 0.090  N2 1.438, P5 1.815, H6 1.156, H7 1.076
2 N -0.294 0.744 -1.159  C1 1.438, H9 1.035, H10 1.049
3 O 0.584 -0.547 2.491  P5 1.427
4 O 0.713 -1.843 0.419  P5 1.596, H8 1.014
5 P 0.520 -0.400 1.074  C1 1.815, O3 1.427, O4 1.596
6 H -1.440 1.006 0.773  C1 1.156
7 H -1.406 -0.592 -0.158  C1 1.076
8 H 0.753 -2.008 -0.581  O4 1.014
9 H -1.038 0.968 -1.844  N2 1.035
10 H 0.219 1.654 -1.057  N2 1.049
11 H 2.230 0.729 -0.048  no bonds

Values from the calculation:
Gap between HOMO and LUMO (spin up / spin down)   0.3327 / 0.3327 Ha
E_HOMO (spin up / spin down)   -9.16 / -9.16 eV

=====

12.
Below is a 3-piece molecular cluster, CH6NO4 overall in a non-equilibrium geometry, with properties calculated with ωB97M-V/def2-TZVPD.

Last columns: bonded neighbours and bond lengths (Å).
Positions of all 12 atoms, in Å:
1 N -1.332 0.128 -0.059  C2 1.369, H5 1.013, H6 1.014
2 C -0.272 0.114 -0.926  N1 1.369, O3 1.231, O4 1.282
3 O 0.885 -0.115 -0.573  C2 1.231
4 O -0.526 0.244 -2.175  C2 1.282
5 H -1.155 -0.401 0.787  N1 1.013
6 H -2.171 -0.189 -0.532  N1 1.014
7 H 0.249 2.136 0.661  O9 0.961
8 H 0.802 1.095 1.580  O9 0.956
9 O 0.401 1.963 1.593  H7 0.961, H8 0.956
10 H 0.770 -1.618 0.569  O12 0.975
11 H 0.848 -1.784 2.080  O12 0.964
12 O 0.598 -2.262 1.281  H10 0.975, H11 0.964

Values from the calculation:
2S+1   2
Gap between HOMO and LUMO (spin up / spin down)   0.4347 / 0.2761 Ha
E_HOMO (spin up / spin down)   -11.47 / -11.43 eV

=====

Calculated energy above the lowest of the compared OMol25 structures with the same formula, charge and spin in order - 71.2; 55.9; 19.6; 8.9; 35.9; 15.8; 102.1; 22.1; 45.7; 16.1; 83.8; 0.0 kcal per mole
Calculated total energy in order - -27264.97063; -22021.04327; -19974.37816; -4670.98246; -4669.80919; -4669.41597; -4660.33772; -4663.80596; -6711.16959; -6712.45128; -16006.25138; -10812.87254 eV